A 13-piece molecular cluster, C90H158F18N8O18P3S6 overall in a non-equilibrium geometry. Source: the OMol25 dataset; level of theory: the ωB97M-V functional and the def2-TZVPD basis.

Atoms and positions in Å:
C1 7.276 1.704 8.239
C2 6.037 0.916 7.745
N1 6.228 0.446 6.431
C3 6.167 -0.899 6.061
C4 6.410 -0.982 4.764
N2 6.788 0.288 4.308
C5 6.621 1.131 5.328
C6 7.311 0.560 2.984
H1 8.112 1.009 8.242
H2 7.087 1.944 9.298
H3 7.602 2.607 7.730
H4 5.034 1.343 7.783
H5 6.036 0.037 8.387
H6 5.797 -1.540 6.812
H7 6.479 -1.787 4.053
H8 6.904 2.181 5.294
H9 8.290 0.104 2.883
H10 7.459 1.649 2.942
H11 6.643 0.289 2.182
C7 2.836 -1.190 -3.764
C8 1.624 -0.217 -3.629
N3 1.602 0.816 -4.711
C9 1.168 0.439 -5.978
C10 1.461 1.504 -6.763
N4 2.081 2.488 -5.994
C11 2.204 2.020 -4.733
C12 2.483 3.784 -6.468
H12 2.794 -1.921 -2.951
H13 3.732 -0.582 -3.724
H14 2.894 -1.712 -4.712
H15 1.747 0.391 -2.738
H16 0.694 -0.728 -3.727
H17 0.668 -0.498 -6.096
H18 1.128 1.718 -7.774
H19 2.750 2.488 -3.926
H20 2.595 4.421 -5.615
H21 1.753 4.124 -7.187
H22 3.486 3.785 -6.856
C13 -6.499 -7.693 5.564
C14 -6.603 -7.203 4.103
C15 -5.493 -6.288 3.602
C16 -5.589 -5.988 2.068
P1 -3.955 -5.838 1.313
C17 -3.173 -4.396 2.094
C18 -3.815 -3.046 1.926
C19 -3.026 -1.928 2.639
C20 -3.789 -0.639 2.794
C21 -2.931 -7.266 1.543
C22 -3.675 -8.550 1.486
C23 -3.674 -9.357 2.816
C24 -2.295 -9.686 3.312
C25 -4.217 -5.504 -0.448
C26 -4.433 -6.697 -1.362
C27 -4.754 -6.277 -2.838
C28 -6.013 -5.524 -3.156
H23 -6.457 -6.843 6.229
H24 -5.512 -8.099 5.658
H25 -7.363 -8.324 5.792
H26 -7.542 -6.677 3.934
H27 -6.677 -8.072 3.451
H28 -4.529 -6.777 3.850
H29 -5.460 -5.375 4.215
H30 -6.183 -5.093 1.892
H31 -6.179 -6.812 1.665
H32 -2.125 -4.481 1.788
H33 -3.249 -4.614 3.164
H34 -4.865 -3.036 2.249
H35 -3.943 -2.811 0.872
H36 -2.147 -1.747 2.047
H37 -2.779 -2.279 3.654
H38 -3.210 0.016 3.424
H39 -4.830 -0.773 3.067
H40 -3.724 -0.055 1.870
H41 -2.356 -7.077 2.453
H42 -2.237 -7.160 0.706
H43 -3.202 -9.220 0.765
H44 -4.700 -8.387 1.155
H45 -4.300 -10.265 2.681
H46 -4.100 -8.724 3.610
H47 -1.684 -8.806 3.511
H48 -1.757 -10.297 2.597
H49 -2.410 -10.226 4.250
H50 -3.363 -4.901 -0.726
H51 -5.076 -4.839 -0.430
H52 -5.270 -7.272 -0.978
H53 -3.607 -7.392 -1.398
H54 -4.755 -7.193 -3.405
H55 -3.859 -5.790 -3.226
H56 -6.010 -5.059 -4.117
H57 -6.191 -4.825 -2.353
H58 -6.931 -6.106 -3.094
C29 -0.432 4.297 0.397
C30 0.575 5.086 1.200
C31 0.971 4.423 2.514
C32 1.992 5.226 3.358
P2 2.424 4.673 5.027
C33 0.960 4.885 6.074
C34 0.444 6.354 6.136
C35 -0.682 6.463 7.199
C36 -1.025 8.001 7.367
C37 2.857 2.915 5.007
C38 1.730 1.894 4.856
C39 2.256 0.453 4.614
C40 1.019 -0.501 4.525
C41 3.857 5.608 5.569
C42 4.424 5.106 6.900
C43 5.308 6.110 7.745
C44 5.346 5.592 9.170
H59 -1.406 4.188 0.896
H60 -0.117 3.287 0.162
H61 -0.682 4.819 -0.520
H62 0.260 6.110 1.327
H63 1.488 5.220 0.626
H64 1.384 3.425 2.389
H65 0.026 4.269 3.045
H66 1.648 6.258 3.440
H67 2.877 5.333 2.737
H68 1.151 4.433 7.057
H69 0.210 4.269 5.542
H70 0.115 6.696 5.158
H71 1.227 7.059 6.409
H72 -0.268 6.091 8.120
H73 -1.542 5.938 6.795
H74 -0.132 8.542 7.666
H75 -1.714 8.164 8.188
H76 -1.456 8.415 6.456
H77 3.388 2.697 5.950
H78 3.644 2.847 4.252
H79 0.976 2.155 4.097
H80 1.154 1.867 5.790
H81 3.013 0.120 5.350
H82 2.730 0.486 3.635
H83 0.411 -0.317 3.655
H84 0.406 -0.361 5.425
H85 1.294 -1.554 4.514
H86 3.587 6.691 5.645
H87 4.555 5.599 4.730
H88 5.071 4.288 6.600
H89 3.601 4.785 7.541
H90 4.743 7.042 7.839
H91 6.298 6.268 7.345
H92 4.373 5.353 9.583
H93 5.985 6.230 9.772
H94 5.832 4.616 9.114
C45 -6.779 8.102 -2.783
C46 -5.303 8.369 -2.849
C47 -4.337 7.229 -2.532
C48 -4.465 6.142 -3.605
P3 -3.675 4.454 -3.250
C49 -4.673 3.470 -2.036
C50 -4.660 3.989 -0.612
C51 -5.120 2.859 0.349
C52 -6.578 2.516 0.288
C53 -3.513 3.503 -4.774
C54 -2.511 2.349 -4.730
C55 -2.517 1.489 -5.979
C56 -3.919 1.023 -6.371
C57 -2.037 4.776 -2.675
C58 -1.169 5.411 -3.778
C59 0.206 5.829 -3.277
C60 0.954 6.728 -4.272
H95 -7.154 7.887 -1.784
H96 -7.162 7.355 -3.451
H97 -7.228 9.048 -3.057
H98 -5.136 9.228 -2.199
H99 -5.107 8.802 -3.837
H100 -4.548 6.876 -1.504
H101 -3.298 7.538 -2.447
H102 -3.936 6.450 -4.496
H103 -5.462 5.840 -3.870
H104 -4.201 2.473 -1.955
H105 -5.712 3.277 -2.366
H106 -5.279 4.861 -0.497
H107 -3.646 4.176 -0.277
H108 -5.015 3.282 1.335
H109 -4.537 1.943 0.428
H110 -6.813 2.086 -0.686
H111 -7.181 3.409 0.489
H112 -6.861 1.723 0.977
H113 -3.310 4.208 -5.581
H114 -4.514 3.164 -4.952
H115 -2.815 1.772 -3.837
H116 -1.499 2.757 -4.528
H117 -1.882 0.593 -5.902
H118 -2.259 2.176 -6.797
H119 -4.450 0.472 -5.567
H120 -3.901 0.340 -7.211
H121 -4.550 1.883 -6.564
H122 -1.607 3.820 -2.316
H123 -2.152 5.375 -1.775
H124 -1.548 6.365 -4.081
H125 -1.087 4.837 -4.704
H126 0.761 4.898 -3.192
H127 0.243 6.165 -2.229
H128 0.319 7.616 -4.398
H129 1.212 6.260 -5.225
H130 1.845 7.153 -3.881
C61 -4.349 -2.201 -3.274
N5 -3.156 -2.013 -2.413
C62 -3.099 -1.131 -1.426
C63 -2.006 -1.130 -0.592
C64 -0.950 -2.017 -0.774
C65 -1.089 -2.988 -1.755
C66 -2.156 -2.906 -2.650
C67 0.183 -2.042 0.210
C68 1.170 -1.043 0.305
C69 2.253 -1.154 1.095
N6 2.332 -2.243 1.890
C70 1.279 -3.124 2.009
C71 0.212 -3.064 1.130
C72 3.553 -2.526 2.712
H131 -5.128 -2.790 -2.795
H132 -3.967 -2.773 -4.128
H133 -4.731 -1.225 -3.572
H134 -3.963 -0.510 -1.358
H135 -1.941 -0.369 0.172
H136 -0.281 -3.695 -1.897
H137 -2.136 -3.699 -3.423
H138 1.170 -0.177 -0.344
H139 3.076 -0.442 1.049
H140 1.372 -3.990 2.635
H141 -0.468 -3.896 1.092
H142 3.315 -2.322 3.735
H143 4.365 -1.864 2.390
H144 3.881 -3.550 2.599
C73 7.796 2.313 -9.100
N7 7.546 1.396 -7.787
C74 7.049 1.961 -6.630
C75 6.841 1.177 -5.523
C76 7.047 -0.171 -5.609
C77 7.472 -0.773 -6.788
C78 7.723 0.065 -7.874
C79 6.772 -0.950 -4.427
C80 6.899 -0.390 -3.154
C81 6.602 -1.153 -2.017
N8 6.099 -2.420 -2.093
C82 6.017 -2.963 -3.288
C83 6.290 -2.230 -4.416
C84 5.641 -3.157 -0.910
H145 8.454 3.139 -8.879
H146 6.859 2.773 -9.377
H147 8.253 1.674 -9.851
H148 6.917 3.027 -6.695
H149 6.459 1.620 -4.621
H150 7.631 -1.839 -6.937
H151 8.034 -0.277 -8.834
H152 7.245 0.600 -2.956
H153 6.656 -0.751 -1.012
H154 5.677 -3.975 -3.390
H155 6.108 -2.690 -5.389
H156 6.226 -2.825 -0.065
H157 5.708 -4.235 -1.083
H158 4.593 -2.917 -0.707
C85 2.122 -5.626 -0.426
F1 1.846 -4.907 -1.553
F2 2.900 -6.567 -0.884
F3 2.963 -4.770 0.322
S1 0.514 -6.244 0.437
O1 -0.595 -5.438 -0.157
O2 0.566 -7.650 0.046
O3 0.831 -6.026 1.822
C86 4.937 -4.287 5.470
F4 5.449 -3.433 6.417
F5 3.678 -3.883 5.387
F6 5.447 -3.859 4.253
S2 5.218 -6.100 5.960
O4 4.612 -6.119 7.302
O5 4.514 -6.773 4.915
O6 6.703 -6.080 5.888
C87 -0.670 -2.920 -6.103
F7 -1.373 -1.937 -5.438
F8 -1.419 -3.230 -7.142
F9 0.415 -2.290 -6.604
S3 -0.175 -4.348 -4.930
O7 -1.512 -4.753 -4.467
O8 0.488 -5.313 -5.752
O9 0.669 -3.567 -3.972
C88 -6.911 -1.306 0.031
F10 -6.523 -2.573 0.364
F11 -7.262 -0.712 1.234
F12 -5.693 -0.725 -0.182
S4 -8.049 -1.111 -1.507
O10 -9.237 -1.732 -1.015
O11 -8.094 0.365 -1.624
O12 -7.291 -1.890 -2.483
C89 4.108 3.217 0.250
F13 4.617 3.329 1.499
F14 2.820 2.906 0.518
F15 4.139 4.414 -0.318
S5 4.985 1.785 -0.788
O13 4.636 0.587 -0.001
O14 4.276 1.882 -2.033
O15 6.362 2.138 -0.809
C90 -5.711 -2.346 -6.555
F16 -6.455 -1.688 -5.601
F17 -4.401 -2.216 -6.173
F18 -5.951 -3.637 -6.276
S6 -5.942 -1.781 -8.332
O16 -7.384 -2.064 -8.616
O17 -5.603 -0.358 -8.147
O18 -4.978 -2.622 -8.993

Calculated total energy in eV: -286434.55494
E_HOMO in eV: -11.00
Gap between HOMO and LUMO in eV: 2.049
Total charge: +3
Strongest force on any atom in eV Å⁻¹: 4.2
LUMO energy in eV: -8.951



C20H35BN5Pb as an isolated structure in a non-equilibrium geometry. Source: the OMol25 dataset; level of theory: the ωB97M-V functional and the def2-TZVPD basis.

Atoms and positions in Å:
Pb1 2.451 -1.878 -0.238
B1 0.274 -0.727 -1.199
H1 1.291 -0.157 -1.107
H2 0.512 -1.877 -1.170
H3 -0.421 -0.470 -0.319
H4 -0.266 -0.530 -2.200
C1 0.379 -0.976 5.288
C2 0.094 0.279 4.465
C3 -0.582 0.001 3.106
C4 0.206 -0.944 2.319
N1 0.773 -1.705 1.671
H5 1.142 -1.604 4.817
H6 -0.493 -1.627 5.362
H7 0.761 -0.764 6.284
H8 0.851 1.064 4.434
H9 -0.688 0.854 4.978
H10 -0.767 0.911 2.537
H11 -1.561 -0.409 3.359
C5 -1.107 -4.796 -3.340
C6 -1.903 -4.262 -2.162
C7 -1.182 -4.504 -0.807
C8 0.273 -4.369 -0.747
N2 1.416 -4.269 -0.664
H12 -1.650 -4.814 -4.283
H13 -0.846 -5.838 -3.131
H14 -0.187 -4.226 -3.465
H15 -2.883 -4.707 -2.020
H16 -1.931 -3.178 -2.282
H17 -1.456 -5.440 -0.320
H18 -1.429 -3.708 -0.088
C9 3.035 4.478 -3.019
C10 3.019 2.950 -3.330
C11 4.041 2.170 -2.542
C12 3.734 0.756 -2.499
N3 3.506 -0.369 -2.458
H19 2.843 4.717 -1.973
H20 2.123 4.839 -3.497
H21 3.926 4.950 -3.424
H22 3.068 2.948 -4.417
H23 2.020 2.663 -2.994
H24 4.043 2.557 -1.521
H25 5.060 2.176 -2.944
N4 0.674 2.448 -0.309
C13 1.579 3.255 0.318
C14 0.893 4.375 0.721
C15 -0.443 4.273 0.281
C16 -0.558 3.049 -0.364
H26 0.893 1.657 -0.891
H27 2.614 2.977 0.420
H28 1.232 5.273 1.213
H29 -1.275 4.898 0.556
H30 -1.382 2.455 -0.718
N5 -2.798 -0.712 0.621
C17 -3.181 0.519 1.037
C18 -3.982 0.377 2.146
C19 -4.374 -0.976 2.167
C20 -3.548 -1.665 1.271
H31 -2.090 -0.879 -0.082
H32 -2.731 1.394 0.596
H33 -4.447 1.155 2.730
H34 -5.173 -1.334 2.796
H35 -3.394 -2.703 1.029

Calculated total energy in eV: -34673.53615
E_HOMO in eV: -10.53
Gap between HOMO and LUMO in eV: 6.585
Total charge: +1
Strongest force on any atom in eV Å⁻¹: 2.3
LUMO energy in eV: -3.949



A 2-piece molecular cluster, CH3Br2N overall in a non-equilibrium geometry. Source: the OMol25 dataset; level of theory: the ωB97M-V functional and the def2-TZVPD basis.

Atoms and positions in Å:
C1 1.421 0.410 0.162
N1 -2.174 -0.965 -0.681
Br1 -2.936 0.473 0.072
Br2 -0.608 -1.364 0.038
H1 0.769 1.228 0.034
H2 1.769 0.131 -0.809
H3 1.758 0.088 1.186

Calculated total energy in eV: -142655.22411
E_HOMO (spin up / spin down) in eV: -9.32 / -8.21
Gap between HOMO and LUMO (spin up / spin down) in eV: 9.241 / 6.872
Total charge: 0
Energy above the lowest of the compared OMol25 structures with the same formula, charge and spin in kJ/mol: 392.48
Strongest force on any atom in eV Å⁻¹: 1.7
LUMO energy (spin up / spin down) in eV: -0.078 / -1.343



A single C2H2BrF2NO molecule. Source: the OMol25 dataset; level of theory: the ωB97M-V functional and the def2-TZVPD basis.

Atoms and positions in Å:
C1 1.275 0.780 0.007
C2 1.050 2.087 -0.797
N1 0.184 0.002 0.022
O1 2.338 0.532 0.505
F1 -0.187 2.585 -0.614
F2 1.912 3.041 -0.468
Br1 1.250 1.689 -2.713
H1 -0.691 0.282 -0.389
H2 0.228 -0.876 0.514

Calculated total energy in eV: -81121.84327
E_HOMO in eV: -10.71
Gap between HOMO and LUMO in eV: 11.127
Structure (SMILES): NC(=O)C(F)(F)Br
Total charge: 0
Energy above the lowest of the compared OMol25 structures with the same formula, charge and spin in kJ/mol: 0.00
Strongest force on any atom in eV Å⁻¹: 0.6
LUMO energy in eV: 0.420



A 2-piece molecular cluster, C4H12OSSi overall in a non-equilibrium geometry. Source: the OMol25 dataset; level of theory: the ωB97M-V functional and the def2-TZVPD basis.

Atoms and positions in Å:
C1 1.756 1.090 1.670
C2 -2.676 1.032 -1.541
C3 1.026 -0.082 1.066
C4 1.092 -0.253 -0.499
O1 -1.451 0.681 -0.951
Si1 -0.703 -0.703 -1.013
S1 -0.934 -1.773 -2.851
H1 1.224 1.296 2.510
H2 2.867 0.949 1.850
H3 1.664 1.930 1.088
H4 -3.390 0.159 -1.697
H5 -2.468 1.415 -2.658
H6 -2.993 1.895 -0.896
H7 1.084 -1.026 1.625
H8 -0.036 0.116 1.311
H9 1.923 -0.999 -0.699
H10 1.453 0.598 -1.163
H11 -1.910 -2.938 0.020
H12 -0.369 -2.952 -2.361

Calculated total energy in eV: -25099.92207
E_HOMO (spin up / spin down) in eV: -7.42 / -8.60
Gap between HOMO and LUMO (spin up / spin down) in eV: 7.137 / 8.302
Total charge: 0
Energy above the lowest of the compared OMol25 structures with the same formula, charge and spin in kJ/mol: 396.47
Strongest force on any atom in eV Å⁻¹: 3.8
LUMO energy (spin up / spin down) in eV: -0.279 / -0.297



A single C2H2FN3S molecule in a non-equilibrium geometry. Source: the OMol25 dataset; level of theory: the ωB97M-V functional and the def2-TZVPD basis.

Atoms and positions in Å:
C1 -0.366 0.354 -0.750
C2 0.699 0.103 0.282
N1 -1.338 0.962 -0.216
N2 0.130 0.744 1.439
N3 -0.920 1.283 1.140
F1 1.950 0.451 0.134
S1 0.532 -1.910 0.416
H1 -0.458 -0.089 -1.716
H2 -0.228 -1.899 -0.729

Calculated total energy in eV: -20126.18523
E_HOMO in eV: -10.46
Gap between HOMO and LUMO in eV: 9.275
Structure (SMILES): F[C@]1(S)C=NN=N1
Total charge: 0
Energy above the lowest of the compared OMol25 structures with the same formula, charge and spin in kJ/mol: 192.25
Strongest force on any atom in eV Å⁻¹: 3.3
LUMO energy in eV: -1.184



A single C7H12 molecule. Source: the OMol25 dataset; level of theory: the ωB97M-V functional and the def2-TZVPD basis.

Atoms and positions in Å:
C1 0.235 1.223 -2.015
C2 0.493 -0.083 -1.258
C3 1.007 0.134 0.189
C4 0.115 -0.715 1.134
C5 -0.435 0.086 2.316
C6 -0.968 -1.227 0.212
C7 -0.765 -0.893 -1.058
H1 -0.526 1.820 -1.497
H2 1.147 1.827 -2.078
H3 -0.117 1.025 -3.036
H4 1.221 -0.669 -1.836
H5 2.065 -0.128 0.287
H6 0.920 1.196 0.458
H7 0.684 -1.568 1.534
H8 -1.033 0.932 1.958
H9 0.380 0.486 2.931
H10 -1.073 -0.530 2.960
H11 -1.808 -1.813 0.577
H12 -1.414 -1.159 -1.890

Calculated total energy in eV: -7453.31833
E_HOMO in eV: -9.11
Gap between HOMO and LUMO in eV: 10.329
Structure (SMILES): C[C@@H]1C=C[C@H](C)C1
Total charge: 0
Energy above the lowest of the compared OMol25 structures with the same formula, charge and spin in kJ/mol: 10.91
Strongest force on any atom in eV Å⁻¹: 0.2
LUMO energy in eV: 1.216



C16H22N4O2S as an isolated structure. Source: the OMol25 dataset; level of theory: the ωB97M-V functional and the def2-TZVPD basis.

Atoms and positions in Å:
C1 -1.241 0.085 -3.880
C2 -0.600 0.750 -2.670
C3 -1.085 0.192 -1.309
C4 -2.600 0.325 -1.136
C5 -0.709 -1.226 -1.196
N1 -0.405 -2.330 -1.094
C6 -0.373 1.004 -0.203
O1 -0.930 1.944 0.326
N2 0.894 0.623 0.078
C7 1.693 1.300 1.081
C8 2.116 0.347 2.165
C9 3.290 0.338 2.787
C10 4.397 1.336 2.574
N3 5.564 0.913 1.756
C11 5.249 0.657 0.379
O2 5.641 1.397 -0.481
C12 4.613 -0.673 0.013
C13 3.877 -0.694 -1.293
C14 3.076 -1.708 -1.740
C15 2.553 -1.421 -3.033
C16 1.711 -2.359 -3.839
N4 2.901 -0.254 -3.521
S1 3.905 0.533 -2.484
H1 -0.771 0.449 -4.793
H2 -1.112 -0.999 -3.849
H3 -2.307 0.300 -3.947
H4 0.486 0.646 -2.728
H5 -0.819 1.820 -2.660
H6 -2.904 0.004 -0.141
H7 -2.879 1.369 -1.256
H8 -3.121 -0.282 -1.874
H9 1.306 -0.153 -0.422
H10 2.552 1.777 0.603
H11 1.063 2.093 1.487
H12 1.372 -0.400 2.428
H13 3.470 -0.429 3.535
H14 4.015 2.252 2.124
H15 4.801 1.626 3.544
H16 5.902 0.038 2.154
H17 5.453 -1.378 -0.037
H18 3.964 -1.027 0.811
H19 2.871 -2.616 -1.190
H20 0.940 -2.820 -3.223
H21 1.250 -1.826 -4.668
H22 2.334 -3.156 -4.251

Calculated total energy in eV: -37839.55599
E_HOMO in eV: -9.35
Gap between HOMO and LUMO in eV: 9.776
Total charge: 0
Energy above the lowest of the compared OMol25 structures with the same formula, charge and spin in kJ/mol: 167.70
Strongest force on any atom in eV Å⁻¹: 0.9
LUMO energy in eV: 0.427



Q: Look up the total charge of the eighth one.
A: 0